7 unconnected molecules or ions with the total composition C49H74F6N3O13S in a non-equilibrium geometry. Source: the Open Molecules 2025 dataset; level of theory: ωB97M-V with the def2-TZVPD basis set.

Positions of all 146 atoms, in Å:
C1 -1.29 -1.55 1.54
C2 -0.92 -1.46 0.27
C3 -0.69 -0.10 -0.35
N1 0.27 0.71 0.44
C4 -0.26 1.72 1.13
C5 0.50 2.56 1.92
C6 -0.20 3.72 2.58
C7 -0.37 4.90 1.58
C8 1.87 2.31 2.02
C9 2.69 3.24 2.88
C10 2.51 3.00 4.40
S1 3.50 4.23 5.31
C11 5.09 3.56 5.20
N2 6.02 3.88 4.36
N3 7.09 3.10 4.62
C12 6.75 2.34 5.61
O1 5.51 2.58 6.03
C13 2.43 1.24 1.29
C14 3.92 1.04 1.42
C15 4.35 0.41 2.77
C16 5.57 -0.51 2.64
F1 4.69 1.41 3.67
C17 1.60 0.45 0.47
C18 2.24 -0.65 -0.41
F2 3.13 0.01 -1.20
F3 1.40 -1.25 -1.28
C19 2.90 -1.79 0.33
C20 2.32 -2.37 1.46
C21 2.93 -3.48 2.04
C22 4.11 -4.02 1.53
C23 4.70 -3.42 0.42
C24 6.00 -3.94 -0.13
F4 6.16 -3.61 -1.41
F5 7.03 -3.39 0.54
F6 6.11 -5.25 0.00
C25 4.09 -2.31 -0.18
H1 -1.61 -0.68 2.10
H2 -1.27 -2.48 2.08
H3 -0.78 -2.33 -0.35
H4 -1.64 0.41 -0.35
H5 -0.36 -0.17 -1.38
H6 -1.32 1.89 1.04
H7 -1.19 3.41 2.90
H8 0.39 4.10 3.40
H9 0.21 5.75 1.91
H10 -1.40 5.23 1.55
H11 -0.02 4.65 0.58
H12 2.37 4.25 2.67
H13 3.75 3.21 2.69
H14 1.50 3.18 4.74
H15 2.77 1.99 4.68
H16 7.35 1.58 6.09
H17 4.43 2.00 1.37
H18 4.36 0.43 0.65
H19 3.53 -0.19 3.15
H20 6.38 -0.07 3.22
H21 5.38 -1.49 3.05
H22 5.94 -0.59 1.62
H23 1.40 -1.99 1.87
H24 2.49 -3.96 2.91
H25 4.59 -4.87 1.98
H26 4.54 -1.87 -1.06
O2 -3.79 4.15 2.58
C26 -4.17 5.30 2.58
O3 -4.41 5.90 3.75
C27 -4.73 7.29 3.87
C28 -6.20 7.55 3.66
C29 -4.46 6.02 1.29
H27 -4.10 7.89 3.21
H28 -4.45 7.55 4.89
H29 -6.52 7.28 2.65
H30 -6.43 8.60 3.82
H31 -6.80 6.96 4.36
H32 -5.45 5.73 0.94
H33 -3.73 5.72 0.55
H34 -4.42 7.11 1.36
O4 -6.82 3.86 -0.53
C30 -6.38 2.76 -0.76
O5 -6.81 2.11 -1.86
C31 -6.23 0.88 -2.28
C32 -6.83 -0.32 -1.56
C33 -5.42 2.08 0.19
H35 -5.15 0.92 -2.18
H36 -6.44 0.80 -3.35
H37 -6.67 -0.27 -0.49
H38 -6.39 -1.24 -1.94
H39 -7.91 -0.35 -1.72
H40 -5.98 1.64 1.01
H41 -4.76 2.85 0.59
H42 -4.80 1.32 -0.27
O6 -0.45 -3.24 -2.14
C34 0.19 -4.01 -2.81
O7 -0.18 -5.29 -2.89
C35 0.48 -6.25 -3.75
C36 1.72 -6.81 -3.08
C37 1.47 -3.56 -3.49
H43 0.69 -5.81 -4.72
H44 -0.23 -7.05 -3.91
H45 2.46 -6.03 -2.88
H46 2.18 -7.56 -3.72
H47 1.46 -7.27 -2.13
H48 2.27 -3.58 -2.75
H49 1.33 -2.54 -3.84
H50 1.76 -4.17 -4.34
O8 -0.62 -8.55 -5.62
C38 -1.43 -7.93 -6.27
O9 -2.53 -7.47 -5.66
C39 -3.48 -6.59 -6.27
C40 -4.50 -7.34 -7.10
C41 -1.25 -7.71 -7.75
H51 -2.97 -5.81 -6.84
H52 -3.98 -6.10 -5.44
H53 -4.03 -7.87 -7.94
H54 -5.24 -6.65 -7.50
H55 -5.00 -8.09 -6.50
H56 -1.59 -8.61 -8.27
H57 -0.19 -7.57 -7.95
H58 -1.78 -6.85 -8.15
O10 -5.63 -4.64 -5.38
C42 -6.65 -4.55 -4.75
O11 -7.73 -5.25 -5.12
C43 -8.92 -5.32 -4.34
C44 -9.84 -4.14 -4.59
C45 -6.71 -3.60 -3.57
H59 -8.68 -5.45 -3.28
H60 -9.42 -6.24 -4.66
H61 -9.37 -3.20 -4.30
H62 -10.76 -4.25 -4.02
H63 -10.08 -4.06 -5.65
H64 -6.89 -2.59 -3.95
H65 -5.75 -3.63 -3.07
H66 -7.47 -3.85 -2.83
O12 10.28 8.98 2.85
C46 9.93 8.03 3.50
O13 8.69 7.54 3.32
C47 8.22 6.34 3.93
C48 7.72 6.57 5.34
C49 10.82 7.43 4.56
H67 8.99 5.56 3.88
H68 7.40 6.00 3.30
H69 8.51 6.93 6.00
H70 7.32 5.64 5.75
H71 6.93 7.32 5.34
H72 10.74 8.03 5.47
H73 11.85 7.47 4.21
H74 10.60 6.39 4.80

Summary:
Charge: +1
Gap between HOMO and LUMO (eV): 7.50
Lowest unoccupied orbital energy (eV): -3.60
F_max (eV/A): 1.51

Atom charges from the Mulliken analysis, given in e for atoms 1 to 4:
1. C -0.99
2. C 0.12
3. C -1.21
4. N 0.19